Density functional theory data (ωB97M-V with the def2-TZVPD basis set) for C17H16N2O9S as an isolated structure.

Summary:
Multiplicity: 1
HOMO energy in eV: -10.207
Gap between HOMO and LUMO in eV: 8.532
Lowest unoccupied orbital energy in eV: -1.675

Positions of all 45 atoms, in Å:
1 C -2.3898 -1.3749 -1.0450
2 C -1.7855 -0.0275 -0.6382
3 N -0.5702 0.3416 -1.4011
4 C 0.6669 0.1973 -0.7283
5 O 1.1111 -1.1858 -0.5482
6 S 1.4228 -1.4993 0.9871
7 O 2.7871 -1.2933 1.3164
8 O 0.8275 -2.7496 1.2659
9 O 0.6032 -0.2723 1.5807
10 C 0.8344 0.8374 0.6388
11 N -0.0341 1.9495 0.8890
12 C -0.5108 2.0462 2.0097
13 O -1.0391 2.2298 3.0248
14 H -3.1340 -1.2602 -1.8272
15 H -2.9148 -1.7934 -0.1880
16 H -1.6286 -2.1001 -1.3226
17 H -1.6069 -0.0286 0.4303
18 H -2.5298 0.7439 -0.8250
19 H -0.5211 -0.2829 -2.2002
20 H 1.4116 0.6750 -1.3653
21 H 1.8583 1.1385 0.8393
22 C -1.2302 -6.9861 -2.5294
23 C -0.4328 -7.6740 -1.7172
24 C 0.6053 -6.9964 -0.8965
25 O 1.3306 -7.6267 -0.1594
26 C 0.7171 -5.5202 -1.0179
27 C -0.0805 -4.8361 -1.8325
28 C -1.1175 -5.5103 -2.6499
29 O -1.8462 -4.8804 -3.3869
30 H -1.9927 -7.4586 -3.1355
31 H -0.4969 -8.7495 -1.6121
32 H 1.4751 -5.0412 -0.4114
33 H -0.0144 -3.7600 -1.9345
34 C 1.6430 6.7999 0.5255
35 C 1.3733 7.8389 1.3109
36 C 0.5613 7.6846 2.5461
37 O 0.3156 8.6321 3.2589
38 C 0.0606 6.3240 2.8724
39 C 0.3310 5.2871 2.0853
40 C 1.1455 5.4408 0.8535
41 O 1.3881 4.4877 0.1451
42 H 2.2318 6.8893 -0.3785
43 H 1.7261 8.8392 1.0948
44 H -0.5294 6.2338 3.7755
45 H -0.0217 4.2909 2.3007

Mulliken charges, unit e, in atom order: -0.996, -0.024, -0.277, 0.034, -0.258, 1.148, -0.595, -0.547, -0.383, -0.378, -0.340, 0.881, -0.462, 0.361, 0.382, 0.044, 0.022, 0.394, 0.291, 0.359, 0.482, -0.387, -0.381, 0.283, -0.536, -0.254, -0.192, 0.373, -0.552, 0.411, 0.408, 0.437, 0.346, -0.442, -0.421, 0.277, -0.538, -0.450, 0.097, 0.564, -0.485, 0.414, 0.400, 0.440, 0.049